i:
{
  "formula": "C6H10N2",
  "method": "ωB97M-V with the def2-TZVPD basis set",
  "homo_lumo_gap_ha": 0.3040,
  "homo_energy_ev": -7.545,
  "total_charge": 0,
  "species": ["C", "C", "C", "C", "C", "C", "H", "H", "H", "H", "H", "H", "H", "H", "H", "H", "N", "N"],
  "coordinates": [[-1.1352, 0.3519, -1.7254], [-0.4554, 0.4732, -0.4145], [-1.7023, 0.6049, 0.5625], [0.5804, 1.4740, -0.0314], [1.4678, 0.6910, 0.9733], [0.2781, -0.8648, -0.0270], [-1.8130, 1.1591, -1.6559], [-1.8454, -0.5484, -1.8820], [-0.3980, 0.3346, -2.5460], [-1.8600, 2.0386, 1.0197], [-1.5939, -0.2358, 1.4941], [-2.8211, 0.1123, -0.1340], [0.8135, 2.5555, 0.3355], [2.2307, 1.1450, 1.7848], [1.7264, -1.2242, 1.8488], [-0.4721, -2.3640, -0.9330], [1.4754, -0.6224, 0.8202], [0.2149, -2.1424, -0.1570]],
  "mulliken_charge": [-1.887, 2.223, -0.964, -1.204, -0.040, -0.284, 0.479, 0.361, 0.367, 0.243, 0.280, 0.234, 0.251, 0.286, 0.348, 0.268, -0.249, -0.713]
}

ii:
{
  "formula": "C6H10N2",
  "method": "ωB97M-V with the def2-TZVPD basis set",
  "homo_lumo_gap_ha": 0.3481,
  "homo_energy_ev": -8.514,
  "total_charge": 0,
  "species": ["C", "C", "C", "C", "C", "C", "H", "H", "H", "H", "H", "H", "H", "H", "H", "H", "N", "N"],
  "coordinates": [[-1.4326, 0.5976, 0.7134], [0.8626, 0.6020, 0.4505], [1.1442, 0.0119, -0.8589], [-0.3055, -0.2946, -1.4637], [-0.8154, -0.5931, -0.0188], [0.3853, -0.8996, 0.6994], [-1.6558, 0.0873, 1.7885], [-2.5345, 0.9727, 0.5677], [-0.1682, 2.1097, 0.2322], [1.8183, 0.8150, 1.0084], [1.6880, 0.6661, -1.4364], [-0.9224, 0.4579, -1.8548], [-0.0524, -1.1344, -2.2387], [-1.6874, -1.2195, 0.0074], [-0.0540, -1.4998, 1.5897], [2.3749, -0.8270, 0.3380], [-0.2701, 1.3846, 0.7707], [1.6250, -1.2368, -0.2946]],
  "mulliken_charge": [-0.674, -0.362, -0.032, -0.971, -0.136, -0.093, 0.251, 0.319, 0.234, 0.296, 0.492, 0.409, 0.295, 0.322, 0.334, 0.338, -0.356, -0.667]
}

iii:
{
  "formula": "C6H10N2",
  "method": "ωB97M-V with the def2-TZVPD basis set",
  "homo_lumo_gap_ha": 0.3799,
  "homo_energy_ev": -9.450,
  "total_charge": 0,
  "species": ["C", "C", "C", "C", "C", "C", "N", "N", "H", "H", "H", "H", "H", "H", "H", "H", "H", "H"],
  "coordinates": [[-1.4299, -1.0510, 0.0676], [-0.2546, 1.5935, -1.3511], [-0.6293, 0.7935, -0.1433], [-0.0284, -0.6150, 0.2960], [0.2846, -0.5217, 1.8007], [1.0502, -1.2612, -0.5360], [-1.9636, 0.0725, -0.2400], [0.1073, 2.7434, -1.1596], [-1.8381, -1.9501, 0.3897], [-0.3275, 1.0675, -2.2807], [-0.7038, 1.4932, 0.7270], [0.7513, 0.3623, 2.0179], [0.8422, -1.3449, 2.1858], [-0.6082, -0.5474, 2.3525], [1.9392, -0.6330, -0.3509], [0.9461, -1.3572, -1.5491], [1.4080, -2.1969, -0.2093], [0.4546, 3.3526, -2.0172]],
  "mulliken_charge": [-0.529, -0.368, 0.072, 1.671, -1.865, -1.859, -0.635, -0.534, 0.473, 0.398, 0.274, 0.444, 0.423, 0.481, 0.396, 0.432, 0.466, 0.261]
}

iv:
{
  "formula": "C6H10N2",
  "method": "ωB97M-V with the def2-TZVPD basis set",
  "smiles": "CC1(C)[C@@H]2N=CN[C@@H]21",
  "homo_lumo_gap_ha": 0.3454,
  "homo_energy_ev": -8.522,
  "total_charge": 0,
  "species": ["C", "C", "C", "C", "C", "C", "H", "H", "H", "H", "H", "H", "H", "H", "H", "H", "N", "N"],
  "coordinates": [[-0.4275, -1.5020, -0.6159], [-0.5700, -0.1218, -0.1480], [-1.9949, 0.3702, 0.0289], [0.3580, 0.4600, 0.8403], [2.3099, 0.3262, -0.1664], [0.1848, 1.0743, -0.4889], [-1.3158, -1.8731, -1.0977], [-0.0583, -2.1027, 0.2779], [0.4054, -1.6828, -1.4065], [-2.5973, 0.6762, -0.9043], [-2.0006, 1.1206, 0.7913], [-2.6592, -0.3166, 0.6161], [-0.1118, 0.9349, 1.7292], [2.2791, -0.2182, 1.7403], [3.3309, -0.0329, -0.2243], [-0.4315, 2.0350, -0.8241], [1.6744, -0.0391, 0.9672], [1.6245, 0.8919, -1.1151]],
  "mulliken_charge": [-1.527, 1.242, -1.668, -0.360, -0.198, 0.029, 0.470, 0.243, 0.290, 0.298, 0.454, 0.413, 0.250, 0.254, 0.351, 0.283, -0.158, -0.665]
}

Which structure wins on stability? iv wins.

i:
{
  "formula": "C6H10N2",
  "method": "ωB97M-V with the def2-TZVPD basis set",
  "homo_lumo_gap_ha": 0.3042,
  "homo_energy_ev": -8.486,
  "total_charge": 0,
  "species": ["C", "C", "C", "C", "N", "C", "C", "N", "H", "H", "H", "H", "H", "H", "H", "H", "H", "H"],
  "coordinates": [[0.5130, -0.5864, 0.5129], [1.8838, 0.0195, 0.6842], [-1.0528, -1.5309, -1.2288], [-0.2790, -0.3736, -0.6418], [-0.3431, 1.9869, -0.3250], [-0.5585, 0.9120, -1.0870], [-0.4768, 0.4377, 2.0258], [-0.9104, 0.0924, 3.0442], [0.4580, -1.6012, 0.9035], [-0.7473, 2.8633, -0.6197], [-0.3191, 1.7748, 0.7165], [-1.1122, 1.0530, -2.0099], [2.5893, -0.6094, 0.1344], [2.1792, 0.0158, 1.7300], [1.9474, 1.0345, 0.3055], [-1.8794, -1.8164, -0.5705], [-1.4798, -1.2654, -2.1996], [-0.4122, -2.4064, -1.3746]],
  "mulliken_charge": [-0.123, -1.167, -1.448, 0.642, -0.336, -0.361, -0.075, -0.542, 0.485, 0.269, 0.182, 0.368, 0.365, 0.360, 0.309, 0.305, 0.429, 0.338]
}

ii:
{
  "formula": "C6H10N2",
  "method": "ωB97M-V with the def2-TZVPD basis set",
  "smiles": "C1=NCCC[C@@H]2CN12",
  "homo_lumo_gap_ha": 0.3620,
  "homo_energy_ev": -8.788,
  "total_charge": 0,
  "species": ["C", "C", "C", "C", "C", "C", "H", "H", "H", "H", "H", "H", "H", "H", "H", "H", "N", "N"],
  "coordinates": [[0.7498, 1.4265, -0.3726], [1.2931, 1.0349, 0.9198], [0.4600, -1.3233, 0.5143], [-1.5904, -1.2546, -0.5682], [-1.0054, -0.0279, -0.9561], [-0.7234, 1.2478, 0.0287], [1.0593, 2.5490, -0.5630], [1.1747, 0.7916, -1.3748], [2.4182, 1.2236, 0.2828], [0.8459, 1.7201, 1.6821], [0.0467, -2.2027, 1.0112], [-2.1878, -1.9999, -0.9892], [-1.9977, -0.9335, 0.5490], [-1.1069, 0.3274, -1.9512], [-1.4847, 2.2014, 0.0771], [-0.6178, 0.7532, 1.1122], [1.1416, -0.3873, 1.1489], [-0.1776, -1.1912, -0.7536]],
  "mulliken_charge": [-0.475, -0.537, 0.023, -0.852, 0.095, -0.716, 0.359, 0.334, 0.271, 0.375, 0.419, 0.344, 0.194, 0.416, 0.261, 0.328, -0.505, -0.333]
}

iii:
{
  "formula": "C6H10N2",
  "method": "ωB97M-V with the def2-TZVPD basis set",
  "smiles": "C#C[C@@H](NC)C(=C)N",
  "homo_lumo_gap_ha": 0.3404,
  "homo_energy_ev": -8.215,
  "total_charge": 0,
  "species": ["C", "C", "C", "H", "H", "H", "H", "C", "N", "C", "C", "N", "H", "H", "H", "H", "H", "H"],
  "coordinates": [[1.0721, -0.4845, -1.4785], [-1.2112, 0.6649, -0.8073], [-1.6939, 1.4280, -1.6099], [1.5850, -1.2188, -2.0936], [0.8604, 0.3319, -2.1718], [1.7370, -0.1124, -0.7042], [-2.0480, 2.0716, -2.3663], [-0.0158, 0.0912, 1.2938], [0.4654, -0.9623, 2.0516], [-0.8164, -0.4025, 0.0998], [0.1238, 1.3767, 1.6127], [0.0049, -1.3620, -0.6562], [1.1902, -0.7275, 2.7115], [0.6525, -1.7946, 1.5095], [-0.5896, -1.8095, -1.3490], [-1.7082, -0.9254, 0.4778], [-0.3155, 2.1535, 1.0142], [0.7071, 1.6818, 2.4659]],
  "mulliken_charge": [-0.844, -0.902, 0.081, 0.359, 0.296, 0.290, 0.463, 0.293, -0.514, 0.386, -1.106, -0.549, 0.220, 0.288, 0.289, 0.380, 0.307, 0.263]
}

Which structure wins on stability? i wins.

i:
{
  "formula": "C6H10N2",
  "method": "ωB97M-V with the def2-TZVPD basis set",
  "homo_lumo_gap_ha": 0.3225,
  "homo_energy_ev": -7.765,
  "total_charge": 0,
  "species": ["C", "C", "C", "C", "C", "C", "N", "N", "H", "H", "H", "H", "H", "H", "H", "H", "H", "H"],
  "coordinates": [[1.5046, -0.9884, -0.3101], [-0.2882, 0.3792, 0.3353], [1.9061, 1.0747, 0.6935], [1.6225, -2.3115, -0.9750], [-2.6114, 1.2927, -0.2227], [-1.7815, 0.2323, 0.4809], [2.3215, -0.1010, 0.0047], [0.4926, 1.2527, 0.7819], [2.1332, 0.9735, 1.7943], [2.4344, 1.8152, 0.2785], [0.6497, -2.5865, -1.4882], [1.7379, -3.1327, -0.0725], [2.5641, -2.3673, -1.5182], [-2.4684, 2.4029, -0.0815], [-3.7546, 1.0888, -0.0084], [-2.4069, 1.2470, -1.3386], [-2.2206, -0.6719, 0.0726], [-1.8349, 0.4005, 1.5736]],
  "mulliken_charge": [0.463, 0.135, -0.301, -0.939, -1.062, -0.061, -0.486, -0.481, 0.263, 0.360, 0.242, 0.228, 0.325, 0.324, 0.263, 0.291, 0.204, 0.232]
}

ii:
{
  "formula": "C6H10N2",
  "method": "ωB97M-V with the def2-TZVPD basis set",
  "smiles": "C1C[C@H]2CCNC2=N1",
  "homo_lumo_gap_ha": 0.3516,
  "homo_energy_ev": -8.526,
  "total_charge": 0,
  "species": ["C", "C", "C", "C", "C", "C", "H", "H", "H", "H", "H", "H", "H", "H", "H", "H", "N", "N"],
  "coordinates": [[2.0930, -0.1955, 0.2112], [0.9823, 0.9180, 0.1155], [-0.0483, 0.4600, -0.7264], [-1.4115, 0.7556, 0.0225], [-2.1299, -0.6047, 0.1644], [0.0044, -1.0527, -0.4689], [2.4286, 0.0888, 1.2289], [2.8169, 0.0541, -0.6536], [1.5475, 1.9097, -0.1980], [0.9513, 1.0957, 1.2948], [0.0301, 0.6847, -1.7027], [-2.1860, 1.2590, -0.9169], [-1.5384, 1.3606, 1.0153], [-2.8821, -0.6021, -0.6953], [-2.4995, -0.6112, 1.2860], [1.5001, -2.5524, 0.0892], [-0.9980, -1.5196, 0.1205], [1.3395, -1.4479, -0.1866]],
  "mulliken_charge": [-0.539, -0.820, 0.051, -0.740, -0.295, 0.341, 0.331, 0.237, 0.350, 0.232, 0.503, 0.175, 0.308, 0.296, 0.265, 0.320, -0.705, -0.310]
}

Which structure wins on stability? i wins.

i:
{
  "formula": "C6H10N2",
  "method": "ωB97M-V with the def2-TZVPD basis set",
  "smiles": "C=C[C@@]1(N)C(=C)N1C",
  "homo_lumo_gap_ha": 0.3113,
  "homo_energy_ev": -7.951,
  "total_charge": 0,
  "species": ["C", "C", "C", "N", "C", "C", "C", "N", "H", "H", "H", "H", "H", "H", "H", "H", "H", "H"],
  "coordinates": [[0.1387, 0.3619, -2.4582], [-0.1401, -0.3277, -0.0959], [0.1508, 1.0558, 0.1907], [-1.4730, -0.7497, -0.4134], [0.6674, -0.9719, 1.0403], [0.4829, 2.0770, 0.9333], [0.1719, -1.2620, 2.2458], [0.6927, 0.1949, -1.1294], [-2.0139, -0.9306, 0.4257], [-1.4234, -1.5882, -0.9836], [1.6620, -1.2943, 0.7541], [0.8195, 0.9799, -3.0497], [-0.8570, 0.8263, -2.4625], [0.0404, -0.6011, -2.9744], [0.4915, 3.0854, 0.5341], [0.7172, 2.0107, 1.9905], [-0.8014, -0.8971, 2.5571], [0.6738, -1.9693, 2.8954]],
  "mulliken_charge": [-0.872, 1.469, -0.439, -0.553, -0.297, -0.888, -0.890, -0.406, 0.270, 0.246, 0.335, 0.301, 0.317, 0.326, 0.253, 0.290, 0.270, 0.267]
}

ii:
{
  "formula": "C6H10N2",
  "method": "ωB97M-V with the def2-TZVPD basis set",
  "homo_lumo_gap_ha": 0.3211,
  "homo_energy_ev": -7.901,
  "total_charge": 0,
  "species": ["C", "C", "C", "C", "C", "C", "N", "N", "H", "H", "H", "H", "H", "H", "H", "H", "H", "H"],
  "coordinates": [[-1.6397, 1.2099, 0.5361], [2.0290, -0.8443, -0.3622], [-0.3439, -1.0730, 0.2149], [-0.3208, 0.5295, 0.8001], [0.6023, -0.4954, -0.7149], [0.2800, 0.0683, -1.9144], [-1.1380, -1.9767, 0.4642], [0.5100, 0.8284, 1.7027], [-1.7988, -1.8231, 1.2297], [0.2344, 1.6295, 2.2690], [-2.2116, 1.2685, 1.4618], [-1.4571, 2.2286, 0.1878], [-2.2313, 0.7028, -0.2230], [2.7060, -0.1848, -0.8984], [2.2263, -0.7407, 0.7040], [2.2188, -1.8847, -0.6230], [-0.7325, 0.1419, -2.2730], [1.0669, 0.4154, -2.5614]],
  "mulliken_charge": [-1.361, -1.298, 0.120, 0.730, 0.898, -1.116, -0.621, -0.634, 0.283, 0.251, 0.418, 0.345, 0.346, 0.400, 0.347, 0.294, 0.290, 0.308]
}

Which structure wins on stability? ii wins.